{"formula": "C9H29AsN5O2PdSi2Te", "method": "ωB97M-V/def2-TZVPD", "homo_energy_ev": [-10.11, -10.68], "fmax_ev_per_a": 0.517, "charge": 1, "s_squared": 2.015, "multiplicity": 3, "orbital_gap_ev": [6.555, 6.460], "species": ["Pd", "N", "N", "C", "N", "N", "N", "O", "O", "H", "H", "H", "H", "H", "C", "Si", "C", "C", "As", "Si", "C", "C", "C", "H", "H", "H", "H", "H", "H", "H", "H", "H", "H", "H", "H", "H", "H", "H", "H", "H", "H", "C", "Te", "C", "H", "H", "H", "H", "H", "H"], "coordinates": [[-0.006, 1.780, -0.436], [1.865, 0.524, -0.755], [2.373, -0.094, 0.411], [1.690, 0.017, 1.599], [2.441, 0.094, 2.704], [0.384, -0.048, 1.546], [-0.283, 0.398, 2.689], [-1.695, 0.246, 2.505], [0.079, 0.241, 3.857], [1.732, -0.183, -1.470], [2.542, 1.197, -1.100], [3.374, -0.190, 0.465], [3.382, 0.445, 2.651], [1.961, 0.104, 3.594], [1.937, 4.173, -1.529], [0.836, 3.900, -0.022], [-0.047, 5.529, 0.232], [1.925, 3.592, 1.482], [-1.961, 2.950, 0.041], [-2.475, 2.659, -2.251], [-2.306, 4.355, -3.019], [-4.243, 2.035, -2.358], [-1.425, 1.436, -3.227], [2.761, 4.835, -1.245], [1.377, 4.667, -2.325], [2.370, 3.266, -1.957], [0.705, 6.325, 0.235], [-0.587, 5.568, 1.179], [-0.754, 5.746, -0.572], [2.398, 4.526, 1.796], [2.724, 2.882, 1.244], [1.355, 3.201, 2.327], [-2.822, 5.116, -2.432], [-2.731, 4.362, -4.027], [-1.254, 4.638, -3.097], [-4.922, 2.622, -1.738], [-4.305, 0.990, -2.035], [-4.605, 2.072, -3.388], [-0.449, 1.858, -3.473], [-1.938, 1.203, -4.166], [-1.273, 0.487, -2.704], [-4.292, 0.027, 1.368], [-2.309, -0.165, 0.715], [-2.215, -2.246, 1.131], [-4.354, -0.375, 2.376], [-4.912, -0.548, 0.681], [-4.562, 1.079, 1.343], [-2.965, -2.767, 0.536], [-2.398, -2.382, 2.194], [-1.219, -2.590, 0.864]], "atomic_forces_ev_per_a": [[0.10, 0.05, 0.12], [0.05, -0.15, 0.02], [0.00, 0.06, -0.10], [0.22, -0.07, 0.03], [0.03, 0.03, -0.04], [-0.34, 0.00, 0.30], [-0.11, 0.31, -0.40], [0.32, 0.10, 0.30], [-0.14, -0.24, 0.01], [0.03, 0.00, -0.01], [0.00, 0.02, 0.03], [0.00, -0.05, 0.01], [0.00, 0.01, -0.02], [0.02, -0.01, 0.01], [-0.01, -0.04, -0.03], [0.10, 0.16, -0.04], [-0.07, -0.02, 0.03], [0.00, -0.06, 0.00], [-0.18, 0.04, 0.18], [-0.08, 0.07, -0.14], [-0.01, -0.02, -0.07], [-0.03, -0.01, 0.06], [-0.04, -0.03, -0.06], [-0.01, 0.01, -0.02], [0.00, -0.02, -0.01], [0.03, 0.01, 0.01], [0.00, -0.01, 0.01], [-0.01, 0.01, -0.01], [0.00, 0.02, 0.01], [0.01, -0.01, -0.01], [-0.01, -0.01, 0.04], [0.01, 0.01, 0.01], [-0.01, 0.00, -0.01], [0.02, 0.01, 0.01], [-0.01, 0.02, 0.02], [0.00, 0.00, -0.01], [-0.03, 0.01, 0.01], [0.01, 0.00, 0.00], [0.02, -0.01, 0.04], [0.03, 0.01, -0.01], [-0.01, -0.01, -0.01], [-0.03, 0.05, 0.00], [0.12, -0.23, -0.31], [0.00, -0.06, 0.04], [0.02, 0.00, 0.00], [-0.02, 0.01, 0.01], [0.00, 0.00, 0.00], [-0.01, 0.04, -0.02], [-0.01, 0.00, 0.00], [0.00, -0.01, 0.02]], "mulliken_charge": [0.087, -0.485, -0.129, 0.313, -0.371, -0.404, 0.953, -0.570, -0.715, 0.227, 0.212, 0.270, 0.224, 0.240, -1.111, 0.893, -1.223, -1.099, -0.358, 0.614, -1.052, -1.015, -1.038, 0.356, 0.273, 0.268, 0.365, 0.370, 0.324, 0.442, 0.180, 0.270, 0.316, 0.365, 0.241, 0.312, 0.262, 0.346, 0.278, 0.389, 0.266, -1.077, 0.887, -1.196, 0.420, 0.416, 0.343, 0.417, 0.382, 0.320]}